ORCA calculation (the ωB97M-V functional and the def2-TZVPD basis) on a molecular structure, C26H46AuN7O5Si.

Computed properties:
2S+1: 3
⟨S²⟩: 2.01
Net charge: +2
Kohn-Sham gap (spin up / spin down), eV: 8.695 / 5.128
LUMO level (spin up / spin down), eV: -5.75 / -9.31

Last column: Mulliken spin population.
CARTESIAN COORDINATES (ANGSTROEM)
Au -0.7014 -0.8238 -1.5234  0.7280
N -2.2735 2.2514 -1.1003  -0.0014
C -3.1321 1.3314 -1.5458  -0.0038
N -4.4159 1.6380 -1.6337  0.0151
C -5.1988 0.6929 -2.1603  -0.0067
N -6.5066 0.9107 -2.1954  -0.0017
N -4.7622 -0.4832 -2.7022  0.0111
C -3.4930 -0.6944 -2.5387  -0.0053
N -2.6330 0.1185 -1.8973  0.1805
C -2.8644 -1.8826 -3.1862  -0.0018
C -3.5622 -2.7572 -3.9838  0.0002
C -2.8610 -3.7600 -4.6416  -0.0027
C -1.4878 -3.8412 -4.4914  0.0096
C -0.8485 -2.9371 -3.6634  -0.0037
N -1.5331 -1.9862 -3.0199  0.0971
H -2.6282 3.1526 -0.8299  0.0001
H -1.2867 2.0603 -1.0707  -0.0058
H -6.8779 1.7794 -1.8499  -0.0005
H -7.1165 0.2312 -2.6166  0.0000
H -4.6305 -2.6309 -4.0868  0.0011
H -3.3844 -4.4639 -5.2753  0.0000
H -0.9059 -4.5943 -5.0040  0.0000
H 0.2212 -2.9619 -3.5058  0.0071
C -2.7685 -1.6339 3.3128  0.0100
C -1.8717 -0.4390 3.0460  -0.0013
C -1.6427 0.3615 4.3190  -0.0061
C -2.4320 0.4340 1.9445  -0.0070
O -0.5869 -0.9953 2.6461  0.0975
Si 0.6187 -0.6147 1.6427  -0.0397
O 0.3057 -0.3269 0.1193  0.0065
O 1.0627 0.9411 2.2495  0.5907
C 2.0687 1.4205 3.0704  -0.0207
C 2.0720 0.5208 4.3629  0.1835
C 1.8049 2.8723 3.3730  -0.0124
C 3.4305 1.1676 2.3466  0.1725
O 1.8711 -1.5686 1.8728  0.0375
C 2.0405 -2.9971 2.1612  -0.0058
C 1.5909 -3.2874 3.5772  -0.0004
C 3.5217 -3.2723 1.9923  0.0002
C 1.2249 -3.7766 1.1447  0.0087
H -3.7399 -1.2943 3.6746  0.0014
H -2.3225 -2.2820 4.0674  -0.0005
H -2.9176 -2.2130 2.3993  -0.0005
H -2.5879 0.7665 4.6812  0.0004
H -0.9632 1.1969 4.1229  0.0022
H -1.2137 -0.2720 5.0962  -0.0003
H -3.4078 0.8255 2.2356  -0.0005
H -2.5493 -0.1491 1.0289  0.0015
H -1.7737 1.2826 1.7384  -0.0022
H 1.0851 0.5591 4.8207  -0.0101
H 2.8139 0.9662 5.0242  0.0077
H 2.3402 -0.5056 4.1279  -0.0033
H 0.8632 2.9880 3.9122  0.0029
H 1.7547 3.4535 2.4515  0.0000
H 2.6083 3.2744 3.9900  -0.0006
H 3.5197 0.1358 2.0149  -0.0017
H 4.2170 1.3911 3.0658  -0.0035
H 3.5046 1.8434 1.4974  -0.0067
H 2.2139 -2.7634 4.3050  -0.0005
H 1.6879 -4.3563 3.7690  0.0002
H 0.5483 -3.0014 3.7347  -0.0001
H 4.1034 -2.6504 2.6749  0.0001
H 3.8422 -3.0620 0.9707  -0.0002
H 3.7385 -4.3172 2.2158  0.0001
H 0.1552 -3.5730 1.2666  -0.0016
H 1.3796 -4.8482 1.2751  0.0003
H 1.5262 -3.5078 0.1289  -0.0043
O 0.6500 0.6541 -3.1903  -0.0024
C 1.7715 1.1325 -3.2913  -0.0009
C 2.3267 1.6146 -4.6024  0.0002
C 2.5897 3.1348 -4.4568  -0.0001
C 1.6534 3.8664 -3.4649  0.0003
C 2.0879 3.8363 -1.9869  0.0004
C 1.9375 2.4734 -1.3171  -0.0133
N 2.5295 1.4265 -2.1742  0.0015
H 1.5954 1.4067 -5.3791  -0.0001
H 3.2438 1.0745 -4.8534  0.0003
H 2.4765 3.5837 -5.4432  -0.0001
H 3.6279 3.3107 -4.1654  0.0000
H 0.6365 3.4650 -3.5571  -0.0001
H 1.5861 4.9096 -3.7713  0.0001
H 1.5232 4.5816 -1.4208  0.0000
H 3.1393 4.1371 -1.9285  0.0001
H 0.8886 2.2105 -1.1669  -0.0087
H 2.4106 2.4539 -0.3353  0.0122
H 3.4713 1.6854 -2.4430  -0.0003